Record 1
Entry from the OMol25 dataset: a cluster of 2 separate species, C3H10N2O in total at a distorted geometry (ωB97M-V/def2-TZVPD).

```
16
Properties=species:S:1:pos:R:3:forces:R:3
C 4.794 -0.245 2.000 0.7 -0.6 -0.1
O 5.170 0.640 0.931 -0.2 -0.3 0.4
C 4.341 0.554 3.205 0.0 0.3 -0.5
H 5.684 -0.816 2.286 0.2 0.2 0.0
H 4.122 -1.039 1.655 -0.4 0.4 0.0
H 4.719 1.558 2.993 0.1 0.0 0.5
H 4.796 0.142 4.101 -0.2 0.2 0.2
H 3.264 0.666 3.321 0.0 -0.3 0.0
N -4.389 -1.145 -1.923 0.6 -1.2 0.9
C -5.310 -0.387 -2.586 1.0 1.1 -1.6
N -5.913 0.702 -2.289 -0.4 -1.5 1.3
H -4.149 -1.220 -0.944 -0.7 0.9 0.1
H -3.895 -1.883 -2.389 -0.4 0.0 -0.7
H -5.291 -0.657 -3.647 -0.2 -0.1 0.1
H 4.698 0.357 0.156 -0.1 0.0 -0.5
H -5.876 0.747 -1.260 0.1 0.8 -0.2
```
Positions in Å, forces in eV/Å.

Computed properties:
- structure (SMILES) = [H]/N=C\N.CCO
- relative energy (zero: lowest compared OMol25 entry of this formula, charge and spin) (kcal/mol) = 40.9
- spin multiplicity = 1
- Kohn-Sham gap (eV) = 10.30

Record 2
Entry from the OMol25 dataset: an isolated molecule of C4H8N2O2 at a distorted geometry (ωB97M-V/def2-TZVPD).

```
16
Properties=species:S:1:pos:R:3:forces:R:3
C -2.310 -0.604 0.004 -0.1 -0.1 0.0
N 1.525 -0.099 -0.443 -0.4 0.0 0.1
C 0.938 1.415 0.175 -0.2 1.3 0.8
C 0.149 -0.145 0.272 0.1 -1.8 -0.8
C -0.907 -0.542 -0.514 0.6 0.8 0.5
O 2.578 -0.756 0.224 -0.4 0.2 -0.1
O 0.210 -0.569 1.583 0.3 0.2 -0.2
N 0.929 2.495 -0.411 0.2 -0.3 -0.2
H 2.150 -1.305 0.905 -0.1 0.1 -0.1
H 0.602 0.162 2.093 -0.1 0.0 -0.1
H 1.537 -0.363 -1.431 -0.2 -0.3 0.2
H 1.428 2.666 -1.278 0.1 -0.1 0.0
H -0.776 -0.475 -1.588 0.1 -0.1 0.0
H -2.903 0.268 -0.301 0.1 -0.1 0.0
H -2.824 -1.489 -0.380 0.0 0.0 0.0
H -2.327 -0.660 1.091 0.0 0.0 0.0
```
Positions in Å, forces in eV/Å.

Computed properties:
- relative energy (zero: lowest compared OMol25 entry of this formula, charge and spin) (kcal/mol) = 175.2
- spin multiplicity = 1
- Kohn-Sham gap (eV) = 8.02

Record 3
Entry from the OMol25 dataset: a structure of composition C19H18AuI2NP at a distorted geometry (ωB97M-V/def2-TZVPD).

```
42
Properties=species:S:1:pos:R:3:forces:R:3
Au 0.881 2.193 0.342 0.3 0.4 0.5
I 1.000 4.558 -1.007 -0.2 -0.4 0.1
C 2.934 4.470 -1.931 0.2 -0.2 0.1
I 4.048 2.794 -1.299 0.0 0.1 0.0
H 3.436 5.383 -1.625 0.0 0.0 0.0
H 2.756 4.427 -3.000 0.0 0.0 0.0
N 0.933 1.463 2.411 0.1 0.1 -0.9
C 0.071 0.334 2.696 -0.3 -0.2 0.4
C -0.251 0.017 4.010 0.3 0.2 0.0
C -0.974 -1.139 4.264 -0.1 0.0 -0.1
C -1.397 -1.955 3.220 0.1 0.0 0.0
C -1.104 -1.619 1.905 -0.1 -0.1 0.0
C -0.387 -0.454 1.663 0.3 0.6 -0.1
P -0.081 0.033 -0.054 -0.8 -1.4 -0.4
C 1.044 -1.128 -0.767 0.5 0.7 0.0
C 2.411 -0.782 -0.752 -0.1 -0.4 0.4
C 3.353 -1.694 -1.181 0.0 0.1 0.0
C 2.944 -2.942 -1.643 -0.1 0.0 -0.1
C 1.594 -3.298 -1.636 0.1 0.1 -0.1
C 0.635 -2.388 -1.239 -0.1 0.0 -0.2
C -1.612 0.261 -0.928 0.3 0.8 0.1
C -2.415 -0.814 -1.335 0.1 -0.2 -0.1
C -3.659 -0.566 -1.886 0.1 0.1 -0.2
C -4.083 0.742 -2.104 0.0 -0.1 -0.1
C -3.299 1.812 -1.689 0.1 0.1 -0.1
C -2.061 1.579 -1.122 -0.3 -0.2 0.3
H 0.738 2.240 3.047 0.0 0.1 -0.1
H 1.920 1.221 2.528 0.0 -0.1 0.1
H 0.104 0.634 4.827 0.0 0.0 0.0
H -1.208 -1.401 5.288 0.0 0.0 0.0
H -1.985 -2.841 3.421 0.0 0.0 0.0
H -1.475 -2.231 1.093 0.0 0.0 0.0
H 2.734 0.188 -0.391 0.0 -0.1 0.0
H 4.404 -1.441 -1.149 0.0 0.0 -0.1
H 3.672 -3.631 -2.050 0.0 -0.1 0.2
H 1.283 -4.279 -1.968 0.0 0.0 0.0
H -0.402 -2.681 -1.284 0.0 0.0 0.0
H -2.094 -1.841 -1.252 -0.1 0.0 0.1
H -4.283 -1.399 -2.179 0.0 0.0 0.0
H -5.009 0.922 -2.632 -0.1 0.0 0.2
H -3.658 2.826 -1.798 0.0 0.0 -0.1
H -1.459 2.425 -0.815 -0.1 0.0 0.0
```
Positions in Å, forces in eV/Å.

Computed properties:
- relative energy (zero: lowest compared OMol25 entry of this formula, charge and spin) (kcal/mol) = 55.4
- spin multiplicity = 1
- Kohn-Sham gap (alpha / beta) (eV) = 4.35 / 4.35
- net charge = +3

Record 4
Entry from the OMol25 dataset: a structure of composition C30H27F3FeN5O4S (ωB97M-V/def2-TZVPD).

```
71
Properties=species:S:1:pos:R:3:forces:R:3
Fe -0.616 -0.963 0.457 -0.2 -0.2 0.3
N -1.100 -1.674 4.924 0.0 0.0 -0.1
C -1.250 -1.280 3.606 0.0 0.1 0.2
S -1.294 -2.495 2.402 0.1 -0.1 0.1
N -1.380 0.022 3.449 0.0 -0.1 -0.6
N -1.413 0.369 2.113 -0.2 0.1 0.4
C -2.052 1.433 1.783 0.1 -0.1 -0.1
C -2.840 2.287 2.714 0.1 -0.1 0.0
C -2.255 2.914 3.810 0.0 0.0 0.0
C -3.019 3.712 4.646 0.0 0.0 0.0
C -4.377 3.880 4.406 0.0 0.0 0.0
C -4.967 3.250 3.321 0.0 0.0 0.0
C -4.198 2.461 2.475 -0.1 0.0 0.1
C -2.037 1.767 0.335 0.0 -0.1 0.3
C -2.487 2.986 -0.161 0.0 0.0 0.0
C -2.450 3.199 -1.528 0.0 0.0 0.0
C -1.974 2.196 -2.356 0.0 0.0 0.1
C -1.528 1.023 -1.773 -0.1 0.0 0.0
N -1.551 0.820 -0.462 0.2 0.0 -0.2
H -1.365 -2.627 5.111 0.0 0.1 0.0
H -1.414 -0.987 5.593 0.0 0.0 0.0
H -1.205 2.755 4.008 0.0 0.0 0.0
H -2.554 4.196 5.496 0.0 0.0 0.0
H -4.974 4.496 5.065 0.0 0.0 0.0
H -6.026 3.367 3.129 0.0 0.0 0.0
H -4.654 1.963 1.628 0.0 0.0 0.0
H -2.856 3.744 0.515 0.0 0.0 0.0
H -2.795 4.140 -1.939 0.0 0.0 0.0
H -1.948 2.308 -3.430 0.0 0.0 0.0
H -1.150 0.204 -2.370 0.0 0.0 0.0
C 3.299 -0.194 3.702 0.0 0.0 0.0
C 2.877 -1.500 3.523 0.0 0.0 0.0
C 1.905 -1.759 2.570 0.0 -0.1 -0.1
N 1.371 -0.815 1.801 0.0 0.2 0.0
C 1.794 0.438 1.967 0.0 0.0 0.0
C 2.745 0.795 2.908 0.0 0.0 -0.1
H 4.045 0.048 4.448 0.0 0.0 0.0
H 3.274 -2.310 4.117 0.0 0.0 0.0
H 1.524 -2.761 2.422 0.0 0.0 0.0
H 1.351 1.171 1.307 0.0 0.0 0.0
H 3.038 1.831 3.006 0.0 0.0 0.0
F -4.772 -3.005 -2.457 -0.1 0.0 0.0
C -3.466 -2.718 -2.306 0.0 0.0 -0.1
F -2.827 -3.888 -2.205 0.1 -0.1 0.1
F -3.062 -2.162 -3.477 0.1 0.1 -0.1
C -3.202 -1.721 -1.135 0.0 0.0 0.2
O -3.970 -0.768 -1.091 -0.1 0.2 0.0
O -2.214 -2.019 -0.425 -0.2 -0.1 -0.4
C 5.323 -1.693 -5.518 0.0 0.0 0.0
C 4.253 -1.478 -4.482 0.0 0.0 0.1
C 2.916 -1.408 -4.832 0.0 0.0 0.0
C 1.916 -1.207 -3.880 0.0 -0.1 -0.1
C 0.475 -1.161 -4.318 0.0 0.0 0.0
C 2.278 -1.049 -2.546 0.0 0.0 0.0
C 3.622 -1.120 -2.166 0.0 0.0 0.0
C 4.021 -0.979 -0.722 0.0 0.1 0.1
C 4.587 -1.342 -3.136 0.0 0.0 -0.1
C 1.237 -0.798 -1.484 0.2 -0.1 -0.1
O 0.391 -1.717 -1.268 0.1 0.2 0.3
O 1.266 0.280 -0.864 0.0 0.1 0.0
H 4.887 -1.873 -6.500 0.0 0.0 0.0
H 5.952 -2.549 -5.268 0.0 0.0 0.0
H 5.976 -0.822 -5.598 0.0 0.0 0.0
H 2.631 -1.530 -5.872 0.0 0.0 0.0
H 0.342 -1.715 -5.248 0.0 0.0 0.0
H 0.154 -0.131 -4.501 0.0 0.0 0.0
H -0.181 -1.592 -3.566 0.0 0.0 0.0
H 3.490 -1.697 -0.094 0.0 0.0 0.0
H 3.769 0.013 -0.342 0.0 0.0 0.0
H 5.092 -1.144 -0.602 0.0 0.0 0.0
H 5.626 -1.413 -2.836 0.1 0.0 0.0
```
Positions in Å, forces in eV/Å.

Computed properties:
- relative energy (zero: lowest compared OMol25 entry of this formula, charge and spin) (kcal/mol) = 0.0
- spin multiplicity = 5
- Kohn-Sham gap (alpha / beta) (eV) = 7.49 / 7.31
- net charge = -1